(1)
{
  "formula": "C31H46P2Ru",
  "method": "wB97M-V/def2-TZVPD",
  "symbols": ["Ru", "C", "C", "C", "C", "C", "C", "H", "H", "H", "C", "H", "H", "H", "C", "H", "H", "H", "C", "H", "H", "H", "C", "H", "H", "H", "C", "C", "C", "C", "C", "C", "C", "C", "H", "H", "H", "H", "H", "H", "H", "H", "H", "H", "H", "H", "P", "C", "C", "P", "C", "C", "C", "H", "H", "H", "H", "H", "H", "H", "H", "H", "H", "H", "H", "H", "H", "C", "C", "C", "C", "C", "C", "C", "C", "H", "H", "H", "H", "H"],
  "xyz": [[-0.59, 0.27, -2.58], [-0.15, 1.00, 0.65], [-0.16, 2.06, -0.28], [-1.84, 0.55, -0.85], [-1.13, 0.05, 0.29], [-1.20, 1.81, -1.26], [0.62, 0.96, 1.92], [1.36, 1.76, 1.97], [1.14, 0.00, 2.04], [-0.04, 1.07, 2.79], [-1.55, -1.14, 1.07], [-0.81, -1.40, 1.84], [-1.67, -2.01, 0.41], [-2.52, -0.96, 1.55], [-3.09, 0.05, -1.44], [-3.86, 0.82, -1.37], [-3.41, -0.90, -0.98], [-2.91, -0.16, -2.52], [-1.83, 2.78, -2.18], [-2.81, 3.06, -1.77], [-1.98, 2.32, -3.16], [-1.21, 3.67, -2.31], [0.60, 3.32, -0.17], [0.09, 4.04, 0.49], [0.72, 3.81, -1.15], [1.60, 3.12, 0.25], [3.88, -1.72, 1.21], [4.10, -0.57, 1.82], [4.32, 0.75, 1.14], [5.27, 0.65, -0.10], [4.56, 0.95, -1.32], [3.36, 0.26, -1.72], [2.80, -1.05, -1.05], [3.77, -1.97, -0.28], [4.79, 1.47, 1.83], [5.72, -0.35, -0.15], [3.34, 1.17, 0.85], [4.73, -1.96, -0.81], [3.75, -2.66, 1.77], [4.15, -0.53, 2.92], [3.38, -3.00, -0.37], [1.96, -0.74, -0.42], [2.53, 0.99, -1.66], [2.34, -1.69, -1.83], [6.06, 1.41, 0.04], [4.69, 1.95, -1.75], [3.49, 0.07, -3.55], [4.67, -1.31, -3.61], [4.43, 1.42, -4.30], [0.54, 0.77, -4.25], [2.04, -0.30, -4.50], [1.03, 2.53, -4.31], [-0.34, 0.46, -5.81], [4.15, -2.27, -3.57], [5.36, -1.23, -2.76], [5.25, -1.25, -4.54], [4.87, 1.01, -5.22], [5.24, 1.73, -3.63], [3.81, 2.29, -4.56], [0.34, 0.54, -6.67], [-1.16, 1.19, -5.90], [-0.75, -0.55, -5.76], [1.73, -1.32, -4.25], [2.36, -0.29, -5.56], [0.14, 3.12, -4.58], [1.83, 2.73, -5.04], [1.36, 2.86, -3.31], [-0.51, -1.62, -2.71], [-1.06, -2.64, -2.26], [-1.78, -3.66, -1.61], [-1.13, -4.34, -0.55], [-1.84, -5.29, 0.19], [-3.17, -5.57, -0.14], [-3.81, -4.91, -1.20], [-3.12, -3.97, -1.95], [-0.09, -4.11, -0.34], [-1.34, -5.81, 1.01], [-3.72, -6.33, 0.43], [-4.85, -5.15, -1.45], [-3.57, -3.45, -2.79]],
  "total_charge": 1,
  "spin_multiplicity": 6,
  "homo_lumo_gap_ev": [5.604, 5.941]
}

---

(2)
{
  "formula": "C31H47BN10OPbS",
  "method": "wB97M-V/def2-TZVPD",
  "symbols": ["Pb", "C", "C", "N", "C", "S", "N", "N", "C", "C", "C", "C", "C", "C", "C", "N", "H", "H", "H", "H", "H", "H", "H", "H", "H", "H", "H", "H", "H", "C", "C", "C", "C", "C", "C", "N", "N", "B", "N", "C", "C", "C", "N", "C", "C", "C", "N", "C", "C", "C", "N", "C", "C", "C", "H", "H", "H", "H", "H", "H", "H", "H", "H", "H", "H", "H", "H", "H", "H", "H", "H", "H", "H", "H", "H", "H", "H", "H", "H", "H", "H", "H", "C", "O", "C", "C", "H", "H", "H", "H", "H", "H"],
  "xyz": [[-0.67, 0.41, -0.05], [1.41, 4.21, 4.69], [1.50, 4.20, 3.16], [1.85, 2.89, 2.64], [0.94, 1.89, 2.41], [-0.65, 2.34, 1.84], [1.34, 0.69, 2.64], [0.56, -0.38, 2.24], [0.63, -1.38, 3.04], [1.43, -1.26, 4.31], [-0.64, -2.74, 1.35], [-0.41, -3.84, 0.23], [-1.59, -4.26, -0.47], [-2.72, -3.53, -0.41], [-2.83, -2.52, 0.60], [-1.93, -2.25, 1.48], [1.23, 5.22, 5.06], [2.34, 3.84, 5.12], [0.59, 3.56, 5.02], [2.26, 4.91, 2.83], [0.54, 4.48, 2.73], [2.73, 2.52, 2.97], [0.90, -0.62, 5.02], [2.37, -0.77, 4.08], [1.63, -2.23, 4.76], [0.37, -4.57, 0.39], [-1.57, -5.22, -0.97], [-3.61, -3.83, -0.94], [-3.82, -2.10, 0.79], [0.14, -4.45, 4.66], [-0.66, -3.56, 3.71], [-1.57, -2.63, 4.50], [0.18, -2.79, 2.64], [1.55, -3.36, 2.30], [2.13, -2.96, 1.15], [1.46, -2.31, 0.16], [0.06, -2.45, 0.12], [2.23, -1.49, -0.90], [1.63, -1.58, -2.33], [2.23, -2.26, -3.32], [1.43, -2.23, -4.44], [0.31, -1.48, -4.04], [0.43, -1.11, -2.76], [-0.90, -1.19, -4.89], [-1.52, 0.15, -4.53], [-1.92, -2.32, -4.73], [2.41, 0.05, -0.53], [3.62, 0.52, -0.20], [3.65, 1.88, -0.41], [2.36, 2.20, -0.87], [1.61, 1.09, -0.88], [1.94, 3.51, -1.50], [3.13, 4.46, -1.60], [0.79, 4.24, -0.82], [-0.56, -5.03, 5.27], [0.75, -3.87, 5.35], [0.77, -5.16, 4.13], [-1.30, -4.23, 3.12], [-1.00, -2.04, 5.22], [-2.31, -3.21, 5.06], [-2.10, -1.95, 3.84], [2.11, -3.90, 3.04], [3.17, -3.17, 0.93], [3.34, -1.93, -0.96], [3.21, -2.69, -3.18], [1.61, -2.68, -5.40], [-0.56, -1.17, -5.93], [-1.88, 0.12, -3.50], [-2.37, 0.37, -5.18], [-0.79, 0.95, -4.62], [-2.22, -2.36, -3.69], [-1.48, -3.28, -5.00], [-2.80, -2.15, -5.35], [4.40, -0.15, 0.11], [4.49, 2.54, -0.27], [1.62, 3.25, -2.52], [3.47, 4.75, -0.61], [2.84, 5.36, -2.14], [3.97, 4.00, -2.13], [1.10, 4.62, 0.15], [-0.06, 3.59, -0.65], [0.48, 5.09, -1.44], [-2.61, 3.27, -1.91], [-3.37, 2.82, -0.78], [-2.96, 1.81, -0.09], [-3.90, 1.58, 1.04], [-2.34, 4.31, -1.74], [-3.24, 3.19, -2.79], [-1.71, 2.67, -2.04], [-4.79, 2.20, 0.98], [-3.35, 1.80, 1.96], [-4.17, 0.52, 1.08]],
  "homo_lumo_gap_ev": 7.477
}

---

(3)
{
  "formula": "C31H47BrCoN2Si",
  "method": "wB97M-V/def2-TZVPD",
  "symbols": ["Co", "C", "C", "C", "C", "C", "C", "C", "C", "C", "C", "C", "C", "C", "C", "C", "C", "C", "H", "H", "H", "H", "H", "H", "H", "H", "H", "H", "H", "H", "H", "H", "H", "H", "H", "H", "H", "H", "H", "H", "H", "H", "H", "H", "H", "H", "H", "C", "Si", "C", "C", "N", "C", "C", "C", "C", "C", "C", "H", "H", "H", "H", "H", "H", "H", "H", "H", "H", "H", "H", "H", "H", "Br", "C", "C", "C", "C", "C", "N", "H", "H", "H", "H"],
  "xyz": [[0.21, -0.06, -0.34], [1.78, 1.15, 0.54], [0.56, 1.76, 1.00], [-0.06, 0.81, 1.90], [0.77, -0.34, 1.90], [1.93, -0.13, 1.11], [3.20, -0.95, 1.20], [3.93, -0.48, 2.47], [2.87, -2.45, 1.32], [4.11, -0.73, 0.00], [-1.24, 0.92, 2.88], [-1.14, 2.17, 3.76], [-2.59, 0.87, 2.17], [-1.22, -0.27, 3.86], [0.28, 3.23, 0.70], [-1.21, 3.55, 0.52], [0.90, 4.10, 1.81], [0.96, 3.67, -0.61], [2.55, 1.66, -0.01], [0.62, -1.22, 2.51], [3.31, -0.61, 3.35], [4.19, 0.58, 2.39], [4.85, -1.05, 2.61], [2.39, -2.67, 2.28], [3.79, -3.03, 1.27], [2.21, -2.76, 0.52], [4.34, 0.32, -0.15], [3.66, -1.12, -0.92], [5.06, -1.26, 0.16], [-1.36, 3.09, 3.22], [-0.15, 2.25, 4.21], [-1.87, 2.10, 4.58], [-2.72, 1.69, 1.47], [-3.41, 0.92, 2.90], [-2.68, -0.08, 1.63], [-0.28, -0.32, 4.42], [-1.38, -1.22, 3.35], [-2.03, -0.15, 4.58], [-1.77, 3.51, 1.45], [-1.65, 2.84, -0.19], [-1.33, 4.55, 0.11], [0.52, 3.85, 2.79], [0.70, 5.15, 1.61], [1.99, 3.95, 1.83], [0.58, 3.10, -1.45], [2.05, 3.56, -0.57], [0.74, 4.72, -0.79], [-2.27, -2.75, 1.35], [-2.40, -2.13, -0.44], [-3.43, -3.46, -1.32], [-3.57, -0.63, -0.56], [-0.82, -1.69, -0.99], [-0.04, -2.42, -1.87], [-0.51, -3.53, -2.61], [0.31, -4.22, -3.49], [1.63, -3.84, -3.70], [2.12, -2.77, -2.98], [1.32, -2.09, -2.09], [-3.10, -2.40, 1.96], [-1.34, -2.42, 1.81], [-2.28, -3.84, 1.37], [-4.43, -3.45, -0.87], [-3.02, -4.46, -1.19], [-3.56, -3.28, -2.39], [-4.45, -0.80, 0.07], [-3.93, -0.52, -1.59], [-3.13, 0.32, -0.24], [-1.52, -3.86, -2.48], [-0.10, -5.06, -4.04], [2.25, -4.38, -4.40], [3.15, -2.46, -3.12], [1.75, -1.29, -1.50], [2.63, 1.26, -2.87], [0.78, 1.43, -3.21], [0.40, 2.16, -4.32], [-0.96, 2.29, -4.59], [-1.86, 1.67, -3.75], [-1.38, 0.97, -2.66], [-0.08, 0.86, -2.37], [1.15, 2.61, -4.95], [-1.29, 2.86, -5.45], [-2.93, 1.72, -3.93], [-2.04, 0.46, -1.97]],
  "spin_multiplicity": 2,
  "homo_lumo_gap_ev": [6.817, 6.873]
}

---

(4)
{
  "formula": "C31H47BrO2P2Pb",
  "method": "wB97M-V/def2-TZVPD",
  "symbols": ["Pb", "C", "C", "C", "C", "C", "C", "H", "H", "H", "C", "H", "H", "H", "C", "H", "H", "H", "C", "H", "H", "H", "C", "H", "H", "H", "C", "C", "C", "C", "C", "C", "C", "C", "H", "H", "H", "H", "H", "H", "H", "H", "H", "H", "H", "H", "P", "P", "C", "C", "H", "H", "H", "H", "C", "H", "H", "H", "C", "H", "H", "H", "C", "H", "H", "H", "C", "H", "H", "H", "Br", "C", "C", "C", "C", "C", "C", "C", "O", "O", "H", "H", "H", "H"],
  "xyz": [[-2.50, -1.35, -1.52], [-1.23, 4.21, 0.88], [-1.97, 3.43, 1.82], [0.07, 3.96, 2.79], [0.03, 4.55, 1.49], [-1.13, 3.21, 2.96], [-1.69, 4.68, -0.45], [-2.77, 4.49, -0.56], [-1.13, 4.12, -1.23], [-1.48, 5.77, -0.57], [1.17, 5.20, 0.82], [0.83, 5.86, 0.02], [1.85, 4.46, 0.38], [1.76, 5.80, 1.52], [1.18, 4.10, 3.77], [1.65, 5.09, 3.66], [1.93, 3.32, 3.58], [0.79, 3.99, 4.80], [-1.42, 2.33, 4.11], [-1.33, 2.88, 5.08], [-0.69, 1.49, 4.14], [-2.44, 1.92, 4.03], [-3.33, 2.89, 1.63], [-4.06, 3.51, 2.17], [-3.43, 1.87, 2.02], [-3.62, 2.90, 0.58], [-1.35, -3.16, -3.59], [-2.17, -2.06, -3.78], [-3.69, -2.22, -3.69], [-4.32, -3.10, -2.47], [-3.56, -3.17, -1.12], [-2.19, -3.60, -0.91], [-1.59, -4.75, -1.64], [-1.73, -4.52, -3.16], [-4.10, -2.69, -4.61], [-4.64, -4.03, -2.95], [-4.12, -1.19, -3.64], [-2.73, -4.80, -3.54], [-0.29, -3.12, -3.91], [-1.92, -1.33, -4.57], [-1.00, -5.18, -3.64], [-0.51, -4.82, -1.38], [-1.85, -3.64, 0.13], [-2.14, -5.69, -1.43], [-5.25, -2.55, -2.24], [-3.92, -2.95, -0.08], [1.55, -0.45, -2.28], [1.13, -2.23, 1.48], [1.04, -2.26, -1.70], [1.42, -2.84, -0.32], [1.68, -2.75, -2.47], [0.00, -2.50, -2.01], [1.15, -3.92, -0.32], [2.52, -2.92, -0.33], [2.32, -2.80, 2.68], [2.04, -2.29, 3.59], [3.27, -2.46, 2.30], [2.30, -3.87, 2.85], [-0.38, -2.96, 2.20], [-0.18, -4.05, 2.24], [-1.33, -2.78, 1.67], [-0.46, -2.63, 3.24], [2.10, -0.82, -3.99], [1.73, -0.13, -4.72], [1.85, -1.84, -4.35], [3.19, -0.73, -3.95], [0.03, 0.38, -2.97], [0.09, 1.49, -3.10], [-0.77, 0.26, -2.24], [-0.30, -0.04, -3.93], [2.27, 0.60, 4.08], [3.30, 1.16, 2.58], [4.66, 1.40, 2.75], [5.47, 1.86, 1.71], [4.90, 2.05, 0.43], [3.53, 1.79, 0.20], [2.79, 1.18, 1.27], [1.40, 0.66, 1.10], [0.57, 1.30, 0.51], [0.95, -0.58, 1.58], [5.00, 1.27, 3.75], [6.56, 1.99, 1.93], [5.56, 2.42, -0.37], [3.03, 1.92, -0.77]],
  "total_charge": 2,
  "homo_lumo_gap_ev": [3.938, 3.296]
}

---

(5)
{
  "formula": "C31H47IrN5O4SSbSeSi3",
  "method": "wB97M-V/def2-TZVPD",
  "symbols": ["Ir", "C", "Sb", "C", "C", "C", "C", "C", "C", "N", "Si", "C", "C", "C", "C", "C", "C", "C", "C", "C", "N", "Si", "C", "C", "C", "Si", "C", "C", "C", "H", "H", "H", "H", "H", "H", "H", "H", "H", "H", "H", "H", "H", "H", "H", "H", "H", "H", "H", "H", "H", "H", "H", "H", "H", "H", "H", "H", "H", "H", "H", "H", "H", "H", "H", "H", "H", "H", "C", "N", "C", "C", "N", "C", "S", "C", "C", "C", "C", "C", "N", "H", "H", "H", "H", "H", "H", "H", "H", "H", "O", "Se", "O", "O", "O"],
  "xyz": [[-0.33, -1.16, -0.76], [-0.73, 3.16, 1.90], [0.68, 1.60, 2.18], [-0.64, -0.04, 1.94], [0.05, -1.31, 2.21], [0.32, -1.80, 3.50], [1.00, -2.99, 3.65], [1.41, -3.70, 2.52], [1.11, -3.17, 1.29], [0.45, -2.02, 1.14], [-2.56, -0.01, 2.10], [-3.50, -1.62, 2.25], [-2.43, 0.29, 4.05], [-3.64, 1.49, 1.76], [1.99, 2.04, 0.39], [2.73, 0.81, -0.14], [4.12, 0.87, -0.30], [4.85, -0.19, -0.77], [4.19, -1.36, -1.09], [2.82, -1.36, -0.95], [2.08, -0.32, -0.53], [3.16, 3.29, 1.29], [4.23, 4.35, 0.15], [4.26, 2.44, 2.55], [2.22, 4.57, 2.29], [1.16, 2.86, -1.12], [-0.34, 1.93, -1.65], [2.38, 2.80, -2.53], [0.68, 4.66, -0.89], [-1.35, 3.18, 2.80], [-1.38, 2.99, 1.04], [-0.22, 4.11, 1.81], [-0.01, -1.23, 4.35], [1.21, -3.37, 4.64], [1.95, -4.63, 2.60], [1.37, -3.69, 0.37], [-2.87, -2.40, 2.69], [-3.93, -2.00, 1.32], [-4.31, -1.44, 2.97], [-2.13, -0.60, 4.61], [-3.43, 0.56, 4.41], [-1.75, 1.10, 4.35], [-3.65, 1.85, 0.74], [-3.42, 2.31, 2.44], [-4.66, 1.16, 1.99], [4.65, 1.77, -0.05], [5.93, -0.11, -0.88], [4.69, -2.25, -1.44], [2.27, -2.25, -1.18], [4.87, 3.82, -0.55], [4.88, 4.95, 0.79], [3.63, 5.04, -0.43], [4.78, 1.57, 2.18], [3.66, 2.13, 3.41], [5.00, 3.16, 2.91], [1.56, 5.20, 1.69], [2.99, 5.22, 2.72], [1.65, 4.17, 3.12], [-0.03, 1.03, -2.19], [-0.95, 2.49, -2.35], [-0.99, 1.64, -0.83], [2.60, 1.77, -2.84], [3.33, 3.28, -2.28], [1.97, 3.32, -3.40], [-0.19, 4.79, -0.25], [0.41, 5.03, -1.88], [1.48, 5.29, -0.52], [-0.42, -1.31, -5.47], [-1.27, -2.23, -4.73], [-2.62, -2.42, -4.99], [-3.13, -3.10, -3.95], [-2.09, -3.33, -3.07], [-0.97, -2.72, -3.53], [0.56, -2.57, -2.78], [-2.30, -3.91, -1.79], [-3.19, -4.97, -1.71], [-3.47, -5.49, -0.46], [-2.85, -4.95, 0.64], [-1.96, -3.91, 0.45], [-1.69, -3.38, -0.74], [-0.78, -1.26, -6.50], [0.60, -1.67, -5.46], [-0.48, -0.33, -5.00], [-3.09, -2.04, -5.88], [-4.14, -3.38, -3.73], [-3.64, -5.37, -2.61], [-4.17, -6.31, -0.37], [-3.04, -5.30, 1.64], [-1.46, -3.45, 1.30], [-4.26, -1.60, -1.38], [-3.27, -0.31, -1.36], [-3.93, 1.14, -1.62], [-2.37, -0.31, 0.11], [-1.90, -0.58, -2.31]],
  "spin_multiplicity": 5,
  "homo_lumo_gap_ev": [7.141, 7.212]
}

---

Number 1: E_tot -54039.4365 eV. Number 2: E_tot -66614.8192 eV. Number 3: E_tot -151438.2578 eV. Number 4: E_tot -130850.7802 eV. Number 5: E_tot -157738.1497 eV.